Version i
Below is 2 unconnected molecules or ions with the total composition CH3NO, with properties calculated with the ωB97M-V functional and the def2-TZVPD basis.

Cartesian coordinates (Å):
C1 -0.3227 -0.1484 -0.1936
H1 0.7903 0.5449 1.4186
H2 -0.6925 -0.3831 1.9443
H3 -1.2850 -0.5110 -0.3510
N1 -0.2008 0.5764 0.9140
O1 0.5661 -0.3494 -1.0311

**2S+1**: 1
**HOMO-LUMO gap**: 9.82 eV
**Total charge**: 0

=====

Version ii
Below is a molecular structure, CH3NO, with properties calculated with the ωB97M-V functional and the def2-TZVPD basis.

Cartesian coordinates (Å):
C1 0.1204 0.1683 0.5096
N1 0.3362 -0.3796 -0.8487
O1 -0.1476 -1.1316 0.1870
H1 1.0566 0.4832 0.8603
H2 -0.7578 0.7661 0.9167
H3 -0.6078 0.0935 -1.6248

**2S+1**: 1
**HOMO-LUMO gap**: 10.69 eV
**Total charge**: 0

=====

Version iii
Below is 2 unconnected molecules or ions with the total composition CH3NO, with properties calculated with the ωB97M-V functional and the def2-TZVPD basis.

Cartesian coordinates (Å):
C1 -1.3316 -0.3213 0.2421
N1 0.5755 0.4902 0.2790
O1 -2.2134 0.4006 -0.0693
H1 -1.3415 -1.3663 0.3087
H2 1.2169 -0.2284 -0.1321
H3 0.1694 1.1566 -0.3586

**2S+1**: 1
**HOMO-LUMO gap (spin up / spin down)**: 10.00 / 10.00 eV
**Total charge**: 0

=====

Version iv
Below is a single CH3NO molecule, with properties calculated with the ωB97M-V functional and the def2-TZVPD basis.

Cartesian coordinates (Å):
C1 0.1539 0.3750 0.0439
H1 -1.4188 -1.1487 0.1609
H2 -1.8664 0.4966 0.2814
H3 0.3126 1.4741 -0.0902
N1 -1.0753 -0.1363 -0.0929
O1 1.1970 -0.2648 0.0044

**2S+1**: 1
**HOMO-LUMO gap**: 10.78 eV
**Total charge**: 0
**SMILES**: NC=O

=====

Each structure's energy above the most stable one, in kcal/mol: version i 51.2; version ii 90.3; version iii 56.7; version iv 0.0.

=====

Version i
Below is a molecular structure, H10O5, with properties calculated with the ωB97M-V functional and the def2-TZVPD basis.

Cartesian coordinates (Å):
O1 -1.1067 -1.1246 -2.1340
H1 -1.1866 -0.8935 -1.2085
H2 -0.5379 -1.8945 -2.1408
O2 0.4388 2.7079 0.0969
H3 1.1344 3.2001 0.5329
H4 0.7306 1.7970 0.1328
O3 -1.4573 -1.8966 0.8583
H5 -1.0660 -2.3411 0.1062
H6 -1.2756 -0.9686 0.7098
O4 -0.5299 -0.2209 -0.0094
H7 -0.2375 0.5529 0.4722
H8 0.2781 -0.6775 -0.2435
O5 1.2981 0.8114 0.8552
H9 2.0904 0.6749 0.3358
H10 1.4272 0.2728 1.6359

**2S+1**: 1
**HOMO-LUMO gap**: 9.76 eV
**Total charge**: 0

=====

Version ii
Below is 5 unconnected molecules or ions with the total composition H10O5, with properties calculated with the ωB97M-V functional and the def2-TZVPD basis.

Cartesian coordinates (Å):
O1 -1.9465 -2.3580 -1.9884
H1 -1.2655 -1.9712 -1.4381
H2 -1.6754 -3.2691 -2.1010
O2 2.4013 -0.2699 0.5988
H3 2.2571 -0.7488 1.4150
H4 3.2911 0.0741 0.6764
O3 0.4456 2.0861 0.2884
H5 0.7918 2.5989 -0.4420
H6 1.1664 1.5083 0.5389
O4 -2.3029 1.3324 0.9699
H7 -2.2146 0.8832 1.8106
H8 -1.4139 1.6136 0.7535
O5 0.0212 -0.7674 -0.6044
H9 -0.4183 0.0370 -0.3288
H10 0.8628 -0.7493 -0.1488

**2S+1**: 1
**HOMO-LUMO gap**: 10.27 eV
**Total charge**: 0
**SMILES**: O.O.O.O.O

=====

Version iii
Below is 5 unconnected molecules or ions with the total composition H10O5, with properties calculated with the ωB97M-V functional and the def2-TZVPD basis.

Cartesian coordinates (Å):
O1 -1.0728 -1.0839 -1.8876
H1 -0.2630 -1.4060 -2.2557
H2 -1.1719 -0.4265 -2.5663
O2 1.1075 -1.9568 0.1179
H3 1.1882 -1.9124 -0.8186
H4 1.4171 -2.8522 0.3430
O3 -0.7301 2.5760 -0.2058
H5 -0.9680 1.7330 0.1687
H6 -1.1772 3.3131 0.2820
O4 -0.7672 -0.2599 0.6240
H7 -0.9122 -0.4964 -0.2711
H8 -0.0440 -0.8683 0.7869
O5 1.4111 1.0182 1.9986
H9 1.4075 1.9690 1.9609
H10 0.5750 0.6532 1.7232

**2S+1**: 1
**HOMO-LUMO gap**: 10.50 eV
**Total charge**: 0
**SMILES**: O.O.O.O.O

=====

Version iv
Below is 5 unconnected molecules or ions with the total composition H10O5, with properties calculated with the ωB97M-V functional and the def2-TZVPD basis.

Cartesian coordinates (Å):
H1 -1.1954 -0.6801 -0.6661
H2 -2.1727 -0.1239 0.3431
H3 -0.8140 -2.3211 -0.0171
H4 -2.2511 -2.8346 -0.1073
H5 1.8210 2.4783 -0.4693
H6 3.1385 1.7971 0.1580
H7 -2.9418 1.9013 0.8440
H8 -2.4495 1.7213 -0.4536
H9 2.7754 -0.7071 0.7695
H10 3.3820 -2.1470 0.3028
O1 -1.1848 -0.2593 0.1988
O2 -1.5659 -2.4603 -0.5762
O3 2.8369 2.4252 -0.5086
O4 -2.8008 2.4364 0.0200
O5 3.4221 -1.2261 0.1620

**2S+1**: 1
**HOMO-LUMO gap**: 11.34 eV
**Total charge**: 0
**SMILES**: O.O.O.O.O

=====

Each structure's energy above the most stable one, in kcal/mol: version i 92.5; version ii 0.0; version iii 11.4; version iv 34.4.

=====

Version i
Below is 5 unconnected molecules or ions with the total composition H10O5, with properties calculated with the ωB97M-V functional and the def2-TZVPD basis.

Cartesian coordinates (Å):
O1 -1.8109 -0.1880 -0.4236
O2 0.7935 -1.4636 -3.0230
O3 1.2027 -1.0717 -0.2475
O4 0.9295 0.9518 1.2426
O5 -1.2366 1.7974 2.3660
H1 -0.8843 -0.3528 -0.2339
H2 1.5707 -1.8949 -3.3793
H3 2.1437 -1.1170 -0.4244
H4 1.3487 0.4184 1.9231
H5 -1.5144 2.7162 2.2871
H6 -2.1731 -0.9599 -0.8614
H7 0.9162 -1.2502 -2.0849
H8 0.9238 -0.1636 0.1452
H9 0.0401 1.3570 1.6141
H10 -1.9412 1.2513 1.9697

**2S+1**: 1
**HOMO-LUMO gap**: 11.08 eV
**Total charge**: 0
**SMILES**: O.O.O.O.O

=====

Version ii
Below is 5 unconnected molecules or ions with the total composition H10O5, with properties calculated with the ωB97M-V functional and the def2-TZVPD basis.

Cartesian coordinates (Å):
O1 3.3178 -1.5294 -3.1613
H1 3.0730 -2.3134 -3.6528
H2 2.4859 -1.1697 -2.8533
O2 3.7761 2.4678 0.6657
H3 3.0758 1.8168 0.7092
H4 4.5672 1.9579 0.4908
O3 -3.9729 -0.8123 -0.3226
H5 -4.4871 -1.5505 -0.6497
H6 -3.7185 -0.3299 -1.1092
O4 0.8816 -0.4776 0.3450
H7 -0.0091 -0.4236 0.6915
H8 1.1981 -1.3351 0.6292
O5 -3.2673 1.1620 3.1010
H9 -3.3997 0.5324 2.3923
H10 -3.5208 2.0046 2.7240

**2S+1**: 1
**HOMO-LUMO gap**: 11.51 eV
**Total charge**: 0
**SMILES**: O.O.O.O.O

=====

Version iii
Below is 5 unconnected molecules or ions with the total composition H10O5, with properties calculated with the ωB97M-V functional and the def2-TZVPD basis.

Cartesian coordinates (Å):
O1 19.2187 13.5649 -15.8288
H1 19.0137 13.1049 -16.6428
H2 18.4532 13.4209 -15.2724
O2 18.2786 12.0433 -17.9377
H3 17.8729 11.3858 -17.3726
H4 18.3711 11.6075 -18.7849
O3 18.0219 12.9276 -12.6372
H5 18.7975 12.4825 -12.2956
H6 17.8258 13.6015 -11.9864
O4 18.9451 14.0106 -20.2774
H7 18.0339 13.9448 -20.5632
H8 18.9565 13.5969 -19.4144
O5 22.2881 14.0954 -16.4036
H9 22.0921 14.9577 -16.7699
H10 21.4516 13.7869 -16.0552

**2S+1**: 1
**HOMO-LUMO gap**: 11.02 eV
**Total charge**: 0
**SMILES**: O.O.O.O.O

=====

Each structure's energy above the most stable one, in kcal/mol: version i 0.0; version ii 7.9; version iii 1.4.

=====

Version i
Below is 5 unconnected molecules or ions with the total composition H10O5, with properties calculated with the ωB97M-V functional and the def2-TZVPD basis.

Cartesian coordinates (Å):
O1 -0.8605 0.2888 1.0322
H1 -0.6149 1.1244 0.6351
H2 -0.0589 -0.2337 1.0069
O2 -0.3826 1.2890 -4.5167
H3 -0.9286 1.9872 -4.8780
H4 0.0790 1.6995 -3.7855
O3 -3.8399 -3.1388 0.6083
H5 -3.6991 -2.1922 0.6275
H6 -4.7906 -3.2392 0.5600
O4 1.9223 3.1993 -1.2243
H7 2.1832 3.7031 -0.4534
H8 2.6989 3.1974 -1.7839
O5 2.7746 -2.3763 3.7136
H9 3.1416 -2.0847 4.5482
H10 2.3753 -3.2238 3.9100

**2S+1**: 1
**HOMO-LUMO gap**: 11.78 eV
**Total charge**: 0
**SMILES**: O.O.O.O.O

=====

Version ii
Below is 5 unconnected molecules or ions with the total composition H10O5, with properties calculated with the ωB97M-V functional and the def2-TZVPD basis.

Cartesian coordinates (Å):
O1 2.8300 -0.8567 1.7427
H1 2.4375 -0.3982 2.5201
H2 3.2154 -1.5629 2.1421
O2 -1.2519 -1.0198 -2.5000
H3 -2.1936 -1.0270 -2.6171
H4 -0.6831 -0.9998 -3.2872
O3 0.0599 -0.5015 0.1138
H5 0.9123 -0.8877 -0.0122
H6 -0.4903 -0.8838 -0.5460
O4 -1.4720 1.7747 -1.0300
H7 -1.6880 1.7234 -1.9564
H8 -1.3745 0.8951 -0.7411
O5 -0.3717 1.5130 2.0507
H9 -0.1504 0.8495 1.3858
H10 0.2204 1.3816 2.7348

**2S+1**: 1
**HOMO-LUMO gap**: 10.78 eV
**Total charge**: 0
**SMILES**: O.O.O.O.O

=====

Version iii
Below is 5 unconnected molecules or ions with the total composition H10O5, with properties calculated with the ωB97M-V functional and the def2-TZVPD basis.

Cartesian coordinates (Å):
O1 0.8328 -2.1253 -2.0660
H1 1.0598 -1.3158 -2.5331
H2 0.8573 -1.8716 -1.1284
O2 1.8678 0.3856 2.5264
H3 2.8249 0.4968 2.5796
H4 1.5851 0.2095 3.4320
O3 -0.7417 2.1533 -1.3186
H5 0.0912 1.6784 -1.2126
H6 -1.4141 1.5349 -0.9857
O4 0.4893 -0.3646 0.1503
H7 0.9936 -0.3011 0.9904
H8 -0.4022 -0.0678 0.3753
O5 -2.5457 0.2295 -0.3078
H9 -2.6330 -0.2842 0.5048
H10 -2.8651 -0.3576 -1.0067

**2S+1**: 1
**HOMO-LUMO gap**: 10.78 eV
**Total charge**: 0
**SMILES**: O.O.O.O.O

=====

Each structure's energy above the most stable one, in kcal/mol: version i 13.3; version ii 15.0; version iii 0.0.